#one
{"formula": "C9H14", "method": "ωB97M-V with the def2-TZVPD basis set", "smiles": "Cc1ccccc1.CC", "homo_ev": -9.099, "homo_lumo_gap_ev": 10.122, "elements": ["C", "C", "H", "H", "H", "H", "H", "H", "C", "C", "C", "C", "C", "C", "C", "H", "H", "H", "H", "H", "H", "H", "H"], "positions_angstrom": [[1.44, 1.05, -2.38], [1.96, 1.81, -1.16], [2.26, 0.59, -2.93], [0.69, 0.29, -2.15], [0.91, 1.71, -3.08], [1.43, 1.57, -0.24], [1.85, 2.88, -1.34], [3.02, 1.63, -0.95], [0.34, -2.60, 1.02], [-1.56, -1.24, 0.08], [-0.46, -1.34, 0.91], [-2.40, -0.13, 0.12], [-2.17, 0.91, 1.00], [-0.17, -0.23, 1.71], [-0.98, 0.89, 1.73], [-1.86, -2.03, -0.61], [-3.26, -0.18, -0.54], [1.31, -2.46, 1.50], [0.62, -3.01, 0.05], [-2.83, 1.76, 1.10], [0.78, -0.18, 2.24], [-0.71, 1.70, 2.39], [-0.22, -3.38, 1.53]], "nbo_charge": [-0.616, -0.617, 0.203, 0.209, 0.203, 0.211, 0.204, 0.202, -0.634, -0.220, -0.006, -0.201, -0.226, -0.223, -0.202, 0.210, 0.211, 0.215, 0.218, 0.215, 0.209, 0.212, 0.222]}

***

#two
{"formula": "C9H14", "method": "ωB97M-V with the def2-TZVPD basis set", "smiles": "Cc1ccccc1.CC", "homo_ev": -8.952, "homo_lumo_gap_ev": 9.959, "elements": ["C", "C", "H", "H", "H", "H", "H", "H", "C", "C", "C", "C", "C", "C", "C", "H", "H", "H", "H", "H", "H", "H", "H"], "positions_angstrom": [[-2.54, 0.39, -1.09], [-3.08, -0.94, -1.62], [-3.26, 0.79, -0.37], [-1.64, 0.35, -0.45], [-2.28, 1.18, -1.78], [-2.95, -0.93, -2.70], [-2.55, -1.83, -1.29], [-4.14, -1.03, -1.41], [1.80, 1.40, -1.38], [1.30, 1.09, 1.12], [1.26, 0.64, -0.22], [0.82, 0.32, 2.17], [0.84, -0.67, -0.42], [0.50, -1.00, 1.93], [0.34, -1.44, 0.63], [1.81, 2.02, 1.36], [0.91, 0.79, 3.14], [1.88, 0.93, -2.35], [2.87, 1.59, -1.11], [0.90, -1.08, -1.42], [0.26, -1.67, 2.75], [0.05, -2.47, 0.48], [1.52, 2.44, -1.59]], "nbo_charge": [-0.628, -0.616, 0.202, 0.219, 0.206, 0.203, 0.207, 0.206, -0.646, -0.206, -0.031, -0.210, -0.201, -0.216, -0.214, 0.207, 0.214, 0.223, 0.219, 0.208, 0.212, 0.213, 0.228]}

***

Q: What are the energies relative to the best structure? A: #one 0.0000; #two 0.0186, in hartree.

***

#one
{"formula": "C9H14", "method": "ωB97M-V with the def2-TZVPD basis set", "smiles": "Cc1ccccc1.CC", "homo_ev": -9.051, "homo_lumo_gap_ev": 10.011, "elements": ["C", "C", "H", "H", "H", "H", "H", "H", "C", "C", "C", "C", "C", "C", "C", "H", "H", "H", "H", "H", "H", "H", "H"], "positions_angstrom": [[2.31, -1.57, -2.35], [0.90, -1.14, -2.01], [2.85, -1.21, -3.33], [3.09, -1.57, -1.59], [2.25, -2.59, -2.26], [1.02, 0.02, -2.24], [0.36, -1.35, -2.98], [0.54, -1.23, -1.02], [-1.44, -1.39, 0.60], [0.43, 1.65, 2.07], [0.08, 0.33, 1.71], [-0.40, 2.75, 1.71], [-0.96, 0.04, 0.87], [-1.51, 2.40, 1.01], [-1.82, 1.03, 0.61], [1.43, 1.99, 2.65], [0.78, -0.48, 2.11], [-0.12, 3.76, 2.08], [-2.28, 3.14, 0.78], [-1.34, -1.50, -0.51], [-2.51, -1.54, 0.96], [-2.87, 0.78, 0.14], [-0.79, -2.32, 1.00]], "nbo_charge": [-0.625, -0.633, 0.211, 0.206, 0.197, 0.196, 0.224, 0.223, -0.643, -0.191, -0.226, -0.241, -0.056, -0.203, -0.198, 0.217, 0.216, 0.226, 0.209, 0.226, 0.229, 0.215, 0.220]}

***

#two
{"formula": "C9H14", "method": "ωB97M-V with the def2-TZVPD basis set", "smiles": "Cc1ccccc1.CC", "homo_ev": -9.004, "homo_lumo_gap_ev": 10.069, "elements": ["C", "C", "C", "C", "C", "C", "C", "H", "H", "H", "H", "H", "H", "H", "H", "C", "C", "H", "H", "H", "H", "H", "H"], "positions_angstrom": [[-0.86, -0.40, 2.27], [0.50, 2.11, -0.07], [-0.16, 1.57, 0.99], [1.59, 1.42, -0.78], [0.12, 0.22, 1.25], [1.89, 0.12, -0.31], [1.03, -0.49, 0.58], [0.09, 3.08, -0.45], [-0.95, 2.27, 1.45], [2.03, 1.95, -1.57], [2.66, -0.47, -0.75], [-0.69, 0.02, 3.25], [-0.75, -1.56, 2.29], [1.08, -1.56, 0.53], [-1.93, -0.23, 2.07], [-0.87, -2.16, -1.91], [-2.04, -1.28, -1.49], [-0.84, -2.33, -3.06], [0.02, -1.58, -1.71], [-0.92, -3.21, -1.39], [-2.94, -1.65, -1.89], [-1.91, -0.18, -1.64], [-2.12, -1.32, -0.36]], "nbo_charge": [-0.628, -0.196, -0.232, -0.228, -0.003, -0.187, -0.250, 0.206, 0.225, 0.215, 0.210, 0.220, 0.208, 0.221, 0.217, -0.612, -0.613, 0.199, 0.211, 0.204, 0.203, 0.212, 0.197]}

***

#three
{"formula": "C9H14", "method": "ωB97M-V with the def2-TZVPD basis set", "smiles": "Cc1ccccc1.CC", "homo_ev": -9.001, "homo_lumo_gap_ev": 10.024, "elements": ["C", "C", "C", "C", "C", "C", "C", "H", "H", "H", "H", "H", "H", "H", "H", "C", "C", "H", "H", "H", "H", "H", "H"], "positions_angstrom": [[-0.49, -3.00, 0.74], [-1.05, -0.58, 1.52], [-0.20, -1.54, 0.94], [-0.65, 0.79, 1.79], [0.98, -1.03, 0.37], [0.57, 1.23, 1.29], [1.38, 0.25, 0.64], [-1.89, -1.05, 2.10], [-1.12, 1.50, 2.60], [-1.59, -3.04, 0.85], [-0.22, -3.67, 1.57], [1.59, -1.62, -0.06], [0.90, 2.23, 1.46], [2.40, 0.48, 0.38], [-0.36, -3.34, -0.27], [-0.61, 1.13, -1.97], [0.62, 1.91, -1.91], [-1.39, 1.32, -1.25], [-1.13, 1.59, -2.94], [-0.58, 0.09, -2.04], [0.84, 2.36, -2.94], [0.62, 2.75, -1.28], [1.41, 1.24, -1.60]], "nbo_charge": [-0.652, -0.238, 0.005, -0.200, -0.209, -0.235, -0.191, 0.207, 0.226, 0.217, 0.231, 0.186, 0.216, 0.207, 0.228, -0.612, -0.612, 0.213, 0.190, 0.209, 0.196, 0.207, 0.209]}

***

#four
{"formula": "C9H14", "method": "ωB97M-V with the def2-TZVPD basis set", "smiles": "Cc1ccccc1.CC", "homo_ev": -9.015, "homo_lumo_gap_ev": 10.035, "elements": ["C", "C", "C", "C", "C", "C", "C", "H", "H", "H", "H", "H", "H", "H", "H", "C", "C", "H", "H", "H", "H", "H", "H"], "positions_angstrom": [[-0.75, 0.89, -1.33], [1.29, -2.84, -0.57], [-0.07, -2.88, -0.87], [1.98, -1.65, -0.76], [-0.70, -1.66, -1.09], [1.33, -0.48, -1.11], [-0.07, -0.43, -1.11], [1.78, -3.73, -0.18], [-0.60, -3.74, -0.48], [3.06, -1.69, -0.67], [-1.79, -1.69, -1.04], [1.96, 0.40, -1.22], [-0.08, 1.74, -1.37], [-1.57, 1.13, -0.66], [-1.11, 0.85, -2.36], [-0.88, 1.31, 2.08], [-0.22, 2.62, 1.64], [-0.19, 0.47, 2.09], [-1.46, 1.51, 2.98], [-1.67, 1.03, 1.38], [0.00, 3.23, 2.47], [-0.93, 3.24, 1.09], [0.69, 2.38, 1.10]], "nbo_charge": [-0.637, -0.212, -0.213, -0.215, -0.214, -0.210, -0.013, 0.209, 0.215, 0.210, 0.204, 0.208, 0.220, 0.222, 0.223, -0.613, -0.612, 0.215, 0.206, 0.194, 0.203, 0.202, 0.205]}

***

Q: What are the energies relative to the best structure? A: #one 0.0741; #two 0.0223; #three 0.0511; #four 0.0000, in hartree.

***

#one
{"formula": "C9H14", "method": "ωB97M-V with the def2-TZVPD basis set", "smiles": "Cc1ccccc1.CC", "homo_ev": -8.635, "homo_lumo_gap_ev": 9.605, "elements": ["C", "C", "C", "C", "C", "C", "C", "H", "H", "H", "H", "H", "H", "H", "H", "C", "C", "H", "H", "H", "H", "H", "H"], "positions_angstrom": [[1.22, 2.70, -0.24], [1.48, 0.38, 0.47], [1.10, 1.23, -0.48], [1.24, -0.97, 0.38], [0.57, -1.40, -0.73], [0.59, 0.76, -1.75], [0.43, -0.58, -1.96], [1.77, 0.66, 1.44], [1.37, -1.60, 1.26], [1.38, 2.92, 0.83], [0.22, 3.13, -0.62], [0.08, -2.25, -0.51], [0.46, 1.56, -2.51], [0.22, -0.96, -2.84], [2.20, 2.99, -0.82], [-2.16, -1.55, 1.96], [-3.19, -0.62, 1.38], [-1.56, -2.01, 1.19], [-1.13, -0.86, 2.30], [-2.45, -2.18, 2.66], [-2.85, 0.29, 0.96], [-3.92, -0.29, 2.04], [-3.57, -1.10, 0.45]], "nbo_charge": [-0.630, -0.230, -0.019, -0.199, -0.211, -0.211, -0.190, 0.202, 0.212, 0.219, 0.221, 0.198, 0.211, 0.203, 0.224, -0.573, -0.624, 0.205, 0.175, 0.197, 0.211, 0.207, 0.202]}

***

#two
{"formula": "C9H14", "method": "ωB97M-V with the def2-TZVPD basis set", "smiles": "Cc1ccccc1.CC", "homo_ev": -8.832, "homo_lumo_gap_ev": 9.784, "elements": ["C", "C", "C", "C", "C", "C", "C", "H", "H", "H", "H", "H", "H", "H", "H", "C", "C", "H", "H", "H", "H", "H", "H"], "positions_angstrom": [[-0.02, 1.99, -2.61], [-0.49, -0.14, -1.39], [-0.51, 1.26, -1.40], [-1.29, -0.83, -0.49], [-1.78, -0.12, 0.59], [-1.04, 1.96, -0.32], [-1.53, 1.23, 0.77], [0.04, -0.49, -2.28], [-1.51, -1.87, -0.68], [-0.04, 3.07, -2.61], [-0.42, 1.66, -3.57], [-2.47, -0.57, 1.29], [-0.88, 3.02, -0.20], [-1.86, 1.66, 1.70], [1.01, 1.62, -2.78], [1.17, -1.51, 1.19], [2.11, -1.89, 2.35], [1.61, -1.65, 0.20], [0.20, -2.00, 1.23], [0.80, -0.48, 1.13], [2.98, -2.43, 1.99], [1.69, -2.56, 3.10], [2.26, -0.91, 2.79]], "nbo_charge": [-0.641, -0.208, -0.012, -0.209, -0.234, -0.227, -0.199, 0.208, 0.222, 0.223, 0.222, 0.212, 0.212, 0.214, 0.218, -0.619, -0.628, 0.204, 0.205, 0.213, 0.208, 0.205, 0.213]}

***

Q: What are the energies relative to the best structure? A: #one 0.0600; #two 0.0000, in hartree.